59
Properties=species:S:1:pos:R:3 method="wB97M-V/def2-TZVPD" charge=+1 homo_lumo_gap_ev=9.8633 multiplicity=1 relative_energy_kcal_mol=106.1
C -0.847 -1.605 1.235
N -0.176 -0.435 0.555
C -0.873 0.881 0.700
C -2.212 0.843 -0.153
C -2.989 2.088 0.107
O -2.043 0.655 -1.612
C -1.829 -2.452 0.310
N -1.340 -2.652 -1.084
H -1.473 -1.234 2.021
H 0.001 -2.249 1.607
H 0.712 -0.399 1.165
H -0.962 1.038 1.701
H -0.238 1.755 0.293
H -2.882 -0.077 0.031
H -2.244 2.979 0.176
H -3.831 2.251 -0.550
H -3.558 2.071 1.100
H -2.137 1.456 -2.144
H -2.726 -1.854 0.375
H -2.123 -3.333 0.841
H -0.608 -3.396 -1.239
H -1.011 -1.733 -1.390
H -2.273 -2.869 -1.617
H 1.358 -3.505 -2.267
H 1.004 -4.679 -1.217
O 0.622 -3.999 -1.834
H 0.638 -0.212 -1.490
H 2.153 -0.296 -1.241
O 1.513 -0.052 -1.933
H 4.562 -0.651 -0.348
H 4.233 -2.083 0.066
O 3.892 -1.324 -0.378
H 0.233 2.227 3.317
H 1.171 2.078 4.553
O 0.599 1.607 3.982
H -0.220 1.794 -3.155
H -0.537 3.382 -2.830
O -0.828 2.539 -3.148
H 2.213 -1.714 -2.268
H 2.766 -2.337 -3.484
O 2.419 -2.581 -2.592
H -1.915 1.007 3.707
H -3.013 0.044 3.678
O -2.515 0.660 3.072
H 1.619 4.062 0.947
H 2.050 2.852 1.934
O 1.522 3.721 1.845
H -3.167 -1.632 -3.384
H -3.220 -0.582 -2.296
O -3.486 -1.600 -2.417
H 1.998 2.432 -1.264
H 2.413 3.103 -2.571
O 1.689 3.177 -1.937
H 3.532 0.790 1.356
H 2.352 0.923 2.615
O 2.796 1.249 1.806
H 1.901 -1.613 4.122
H 1.131 -0.559 3.963
O 1.703 -1.101 3.362